Record 1
The following is a quantum chemistry calculation of C9H6Cl6F24N3O16P2S6V2 as an isolated structure at a distorted geometry, from OMol25.

Last column: Löwdin spin population.
Positions of all 74 atoms, in Å:
C  0.773  -2.699  -0.546  0.00
F  -3.299  4.528  -0.898  0.00
C  3.709  1.632  -2.361  0.00
F  6.025  -1.371  4.968  0.00
C  4.828  -1.978  4.913  0.00
Cl  2.962  -5.029  -2.942  0.00
F  -2.595  6.054  0.629  0.00
H  3.843  -3.472  -1.411  0.00
O  -0.139  -0.456  2.782  0.01
C  -6.834  3.050  0.994  0.00
H  3.102  0.744  -2.522  0.00
O  -0.690  1.573  1.740  0.03
H  3.467  2.261  -3.214  0.00
O  2.599  -0.805  4.269  0.00
F  1.718  -2.194  -1.330  0.00
O  3.460  -2.395  2.647  0.00
F  -1.511  1.715  -3.624  0.00
F  -6.800  -1.521  -1.382  0.00
F  -2.602  1.765  -1.767  0.00
Cl  5.412  1.305  -2.338  0.00
O  -8.032  1.187  -0.521  0.00
O  -0.984  -2.258  -2.503  0.00
F  -5.805  3.257  0.187  0.00
O  -8.315  1.115  1.898  0.00
F  -5.756  -2.500  0.239  0.00
C  3.804  -4.553  -1.456  0.00
C  6.563  0.850  1.405  0.00
N  4.451  0.011  2.818  0.00
H  3.257  -4.923  -0.600  0.00
Cl  2.834  -1.742  -4.452  0.00
S  5.458  -0.606  1.744  0.00
O  0.493  1.575  4.069  0.00
F  -4.512  4.865  1.001  0.00
Cl  3.130  2.451  -0.920  0.01
F  -4.685  -1.999  -1.599  0.00
O  -3.829  -0.085  0.416  0.03
V  0.574  2.907  0.742  2.90
S  -0.918  -2.099  -1.072  0.01
O  1.639  1.426  1.849  0.02
F  4.251  -1.729  6.094  0.00
S  -7.465  1.311  0.786  0.00
F  0.739  -4.008  -0.595  0.00
F  5.905  1.909  0.967  0.00
O  4.824  -0.841  0.482  0.00
S  -5.161  0.096  -0.118  0.00
F  -6.460  3.229  2.239  0.00
C  1.194  -2.188  -5.012  0.00
P  -3.013  4.476  0.672  0.00
O  -0.031  1.661  -0.902  0.02
F  7.470  0.510  0.459  0.00
N  -0.980  -0.579  -0.520  0.03
P  0.391  1.009  2.709  0.01
F  1.009  -2.318  0.671  0.00
V  -1.764  -0.158  1.380  2.85
F  7.250  1.153  2.499  0.00
O  6.341  -1.607  2.286  0.00
S  3.704  -1.294  3.525  0.00
O  -1.844  -2.907  -0.325  0.01
O  0.643  0.060  -2.513  0.00
O  -5.252  0.890  -1.294  0.00
N  -6.163  0.374  1.081  0.00
Cl  1.245  -3.722  -5.900  0.00
F  -2.605  4.420  2.229  0.00
F  -7.795  3.904  0.661  0.00
F  -3.314  2.916  0.673  0.00
H  0.894  -1.394  -5.676  0.00
S  -0.371  0.493  -1.643  0.01
F  5.040  -3.273  4.751  0.00
H  0.594  -2.322  -4.122  0.00
F  -1.366  4.117  0.322  0.03
Cl  5.455  -5.205  -1.446  0.00
C  -5.632  -1.587  -0.743  0.00
F  -2.613  -0.016  -2.956  0.00
C  -1.914  1.035  -2.574  0.00

Values from the calculation:
2S+1: 7
Total charge: -3
E in eV: -321990.2411

Record 2
The following is a quantum chemistry calculation of one molecule with the formula C9H6N2O2 at a distorted geometry, from OMol25.

Last column: Mulliken charge in e.
Positions of all 19 atoms, in Å:
H  2.396  -0.478  -0.093  0.43
H  0.207  3.903  -1.261  0.39
C  -0.896  0.545  0.516  0.31
O  2.404  -3.037  -0.616  -0.60
H  -3.050  1.782  0.325  0.31
C  -0.029  3.035  -0.664  -0.29
H  2.073  2.348  -0.549  0.25
C  1.189  -3.019  -0.209  0.30
C  0.492  0.764  0.137  1.14
N  -1.278  2.798  -0.329  -0.57
C  -1.901  1.759  0.197  -0.32
C  1.347  -0.287  0.142  -0.96
C  0.943  2.013  -0.378  -0.49
N  -0.550  -1.732  0.463  -0.45
C  0.627  -1.546  0.013  0.62
O  0.389  -3.919  0.279  -0.47
H  -0.477  -3.318  0.159  0.50
C  -1.446  -0.645  0.629  -0.40
H  -2.441  -0.966  1.238  0.29

Values from the calculation:
Energy relative to the best compared isomer or geometry (same formula, charge and spin) in kcal/mol: 89.9
E in eV: -16501.7225

Record 3
The following is a quantum chemistry calculation of one molecule with the formula C9H6N4O2 at a distorted geometry, from OMol25.

Last column: Mulliken charge in e.
Positions of all 21 atoms, in Å:
O  -3.065  2.033  0.907  -0.57
H  -1.434  1.381  -0.981  0.32
H  -1.835  -2.405  0.063  0.34
N  -3.341  -0.846  -2.058  -0.39
N  0.264  -2.270  0.437  -0.69
C  2.385  1.303  -0.149  -0.60
N  -2.637  0.903  0.890  0.98
C  3.184  0.136  -0.013  -0.68
N  -0.917  -0.413  -0.028  0.13
C  -1.964  0.458  -0.358  0.11
C  2.493  -1.038  0.295  -0.32
H  2.909  2.228  -0.104  0.39
C  0.394  -0.012  -0.042  1.05
H  3.151  -1.983  0.401  0.29
C  1.016  1.181  -0.173  -0.81
O  -2.601  0.114  1.797  -0.51
H  0.372  2.003  -0.303  0.35
C  -2.746  -0.212  -1.325  -0.04
C  1.106  -1.142  0.280  0.23
C  -0.925  -1.740  0.276  0.03
H  4.193  0.323  0.189  0.39

Values from the calculation:
Energy relative to the best compared isomer or geometry (same formula, charge and spin) in kcal/mol: 9.2
E in eV: -19480.8717

Record 4
The following is a quantum chemistry calculation of a 31-piece molecular cluster, C9H70FIN2O31S overall at a distorted geometry, from OMol25.

Last column: Mulliken charge in e.
Positions of all 115 atoms, in Å:
H  6.789  -3.526  3.267  0.36
H  -2.930  -5.925  5.087  0.29
H  -0.591  -4.538  2.872  0.31
O  2.084  -1.200  -3.142  -0.31
H  0.242  6.724  -1.849  0.31
H  0.895  7.911  -2.559  0.30
H  -2.029  5.395  -2.099  0.36
C  -0.603  1.945  0.762  -0.76
H  0.118  -3.792  4.008  0.31
O  -6.520  0.094  -2.955  -0.56
H  1.777  -2.747  3.599  0.44
H  2.057  -0.503  3.328  0.33
O  -3.099  -5.170  4.516  -0.61
O  -1.228  -4.855  -4.288  -0.63
H  2.086  -3.044  1.136  0.15
H  -2.112  -2.467  2.497  0.28
H  0.468  3.201  -0.493  0.89
H  -3.381  -3.009  3.144  0.26
O  1.250  2.513  -3.252  -0.46
O  0.388  3.646  5.808  -0.64
O  4.192  -3.116  1.178  -0.49
O  -0.269  0.874  5.505  -0.70
H  -0.242  -0.066  5.294  0.30
H  -0.389  0.427  -1.371  0.02
O  -5.571  1.967  2.343  -0.60
O  -2.719  7.176  -1.329  -0.64
F  0.020  0.755  -3.719  -0.40
O  2.239  -3.408  2.014  -0.45
H  2.248  2.680  -5.633  0.29
C  -0.298  2.428  -0.597  0.34
O  -0.576  -3.693  3.341  -0.64
C  0.302  1.268  -1.412  -0.03
H  -2.243  -4.944  4.135  0.35
H  -5.325  1.450  3.114  0.27
N  -0.907  1.590  1.811  -0.39
O  4.927  -1.465  -5.099  -0.60
H  3.317  2.539  -6.713  0.31
O  3.899  0.232  2.230  -0.61
H  -5.174  1.174  -0.112  0.55
H  -5.178  2.845  2.501  0.37
H  4.843  -1.996  -4.301  0.33
H  -6.300  -0.695  -3.466  0.30
O  -3.684  3.617  3.492  -0.66
H  6.934  -5.417  1.994  0.33
H  2.343  -1.767  -0.843  0.21
H  7.522  -6.536  1.161  0.29
O  -3.073  -2.473  2.403  -0.50
H  5.110  -3.408  1.271  0.20
H  4.399  -1.029  -1.499  0.31
H  1.355  -3.612  2.345  0.32
H  3.419  0.304  1.396  0.26
C  -4.119  1.185  -0.360  -0.84
C  -2.425  2.019  -1.985  0.22
H  -3.535  1.630  0.438  0.31
H  5.102  -4.757  4.656  0.34
O  -6.356  -2.345  0.696  -0.61
H  3.561  2.756  -2.925  0.30
H  -0.693  -2.708  -1.747  0.24
H  -1.799  -5.202  -4.981  0.30
C  0.591  1.625  -2.835  -0.29
H  -2.316  2.198  -3.054  0.42
H  5.792  -0.843  -2.109  0.28
C  -2.330  3.790  -0.182  -1.01
H  -2.802  3.473  3.132  0.27
O  -4.975  -3.031  -3.396  -0.60
C  -1.576  3.093  -1.248  2.21
O  6.005  -5.090  4.612  -0.67
H  -6.671  -2.882  1.430  0.27
H  -7.480  0.144  -2.968  0.26
H  1.506  -0.558  -3.562  0.25
H  4.559  3.245  -3.944  0.29
I  -3.532  -0.867  -0.561  0.09
H  3.008  -3.266  4.337  0.21
C  -3.923  1.967  -1.664  -1.15
H  -4.567  9.052  -0.022  0.32
H  1.218  0.908  -0.936  0.75
N  -2.991  4.185  0.670  -0.41
H  4.569  -0.610  -4.838  0.29
H  -0.614  1.276  4.700  0.35
O  6.789  -6.339  1.752  -0.63
H  1.171  3.754  5.260  0.29
H  -1.904  7.668  -1.161  0.32
O  1.172  -0.790  3.069  -0.40
H  1.656  -4.613  -2.878  0.29
H  -1.044  -3.947  -4.553  0.27
H  3.228  -1.386  0.343  0.07
H  3.716  -3.590  1.870  0.35
H  -3.718  4.567  3.657  0.31
H  4.485  0.996  2.236  0.28
O  4.876  -0.560  -2.199  -0.58
H  -3.290  7.819  -1.768  0.29
O  0.188  7.682  -1.947  -0.62
H  -4.427  2.933  -1.638  0.35
H  -2.059  1.017  -1.770  -0.79
H  2.947  -0.761  -3.111  0.15
H  -4.397  1.403  -2.469  0.48
H  6.503  -2.144  2.689  0.29
O  -1.180  -2.566  -2.568  -0.49
O  2.134  -3.531  4.037  -0.78
O  2.612  -1.012  -0.305  -0.10
O  3.106  3.022  -5.908  -0.60
O  0.971  -4.524  -2.209  -0.56
H  -4.019  -3.028  -3.260  0.29
O  -4.434  9.620  -0.788  -0.60
O  6.852  -3.010  2.452  -0.67
H  -5.311  -3.557  -2.662  0.32
S  -1.086  4.467  -2.400  -0.42
H  0.262  2.688  5.868  0.40
H  -4.895  10.437  -0.575  0.29
H  -0.911  -1.685  -2.850  0.25
O  4.501  2.735  -3.127  -0.61
H  0.174  -4.319  -2.717  0.33
H  0.784  -0.012  2.652  0.04
H  -5.396  -2.332  0.800  0.21
H  5.954  -5.837  4.000  0.34

Values from the calculation:
E in eV: -98574.3334